Record 1
This record from the OMol25 dataset describes C3H3ClFNO in the gas phase. The level of theory is ωB97M-V/def2-TZVPD.

Output
2S+1   1
Gap between HOMO and LUMO   9.9843 eV
F_max   6.16 eV/A
Energy relative to the best compared isomer or geometry (same formula, charge and spin)   1.731 eV
HOMO   -9.95 eV
Energy   -21934.99103 eV
SMILES string   NC(=O)/C=C(/F)Cl

Geometry (Å):
N: 1.496395 -0.516721 -0.018891
C: 0.736432 0.632583 -0.258655
O: 1.420856 1.633602 -0.664411
C: -0.760560 0.692239 -0.314693
C: -1.601768 -0.345237 0.038348
F: -2.899323 -0.202939 0.332699
Cl: -1.204708 -1.906699 0.256534
H: 1.367535 -1.406770 0.507077
H: 2.588061 -0.223652 0.540720
H: -1.142919 1.643594 -0.418728

Forces on atoms 1 to 6 (eV/Å):
4.93 -0.03 3.68
2.66 1.90 -2.34
-2.76 -2.48 1.77
-0.13 -3.88 1.68
0.91 3.53 -0.36
0.19 0.81 -0.61

---

Record 2
This record from the OMol25 dataset describes C3H3ClN2 in the gas phase. The level of theory is ωB97M-V/def2-TZVPD.

Output
2S+1   1
Gap between HOMO and LUMO (alpha / beta)   7.5192 / 7.5194 eV
F_max   4.61 eV/A
Energy relative to the best compared isomer or geometry (same formula, charge and spin)   4.899 eV
HOMO (alpha / beta)   -9.13 / -9.13 eV
Energy   -18657.08918 eV

Geometry (Å):
C: 0.640108 1.218392 -0.118544
C: -1.018742 -0.466604 0.160198
C: 1.862650 0.723168 -0.511730
N: -0.534377 0.798887 0.017725
N: -0.941737 -1.447896 -0.609924
Cl: 2.545932 -0.434001 0.394585
H: 0.654915 2.404657 -0.204111
H: -1.761872 -0.550153 1.109230
H: -1.446874 -2.246453 -0.237429

Forces on atoms 1 to 6 (eV/Å):
-1.29 4.42 -0.21
-2.33 -0.87 2.71
1.20 -0.78 -1.39
-1.18 -0.06 0.49
0.78 -0.52 -0.97
0.73 -0.86 0.94

---

Record 3
This record from the OMol25 dataset describes 2 unconnected molecules or ions with the total composition C3H3ClN2O. The level of theory is ωB97M-V/def2-TZVPD.

Output
2S+1   1
Gap between HOMO and LUMO   8.9252 eV
F_max   4.18 eV/A
Energy relative to the best compared isomer or geometry (same formula, charge and spin)   3.336 eV
HOMO   -9.10 eV
Energy   -20706.20272 eV
SMILES string   O=C=NCl.C=C=N

Geometry (Å):
O: 1.990655 0.317667 -2.038492
C: 1.296087 0.986166 -1.419885
N: 0.485843 1.690987 -0.928769
Cl: 0.193988 2.398672 0.610248
C: -1.104021 -0.603460 -0.132317
C: -0.519784 -0.885189 0.969134
N: 0.173031 -0.948465 1.961895
H: -0.679950 -0.722293 -1.173054
H: -2.147316 -0.413059 -0.364162
H: 0.311466 -1.821027 2.515401

Forces on atoms 1 to 6 (eV/Å):
1.34 -1.40 -1.16
0.55 0.04 0.54
-2.22 2.56 1.97
0.57 -0.78 -1.42
-1.32 -0.27 -3.95
0.74 -0.43 0.78

---

Record 4
This record from the OMol25 dataset describes C3H3ClN2OS in the gas phase. The level of theory is ωB97M-V/def2-TZVPD.

Output
2S+1   1
Gap between HOMO and LUMO   8.6021 eV
F_max   8.32 eV/A
Energy relative to the best compared isomer or geometry (same formula, charge and spin)   1.379 eV
HOMO   -8.32 eV
Energy   -31543.15512 eV
SMILES string   [H]/N=c1\[nH]c(S)c(Cl)o1

Geometry (Å):
H: -3.082894 0.317508 0.301352
N: -2.402085 0.234459 1.074635
C: -1.198226 0.201049 0.640696
N: -0.480608 -0.003690 -0.566739
C: 0.800145 -0.325990 -0.440955
S: 1.965848 -0.399448 -1.724609
C: 1.040961 -0.441197 0.837408
Cl: 2.519026 -0.694958 1.671534
O: -0.109969 -0.025277 1.562873
H: -1.031199 0.099697 -1.533636
H: 1.979002 1.037847 -1.822561

Forces on atoms 1 to 6 (eV/Å):
0.52 -0.01 0.52
1.27 0.61 -1.52
2.29 -2.24 0.83
-7.03 2.17 -3.89
2.22 -0.85 -0.56
-0.11 2.02 -0.48

---

Record 5
This record from the OMol25 dataset describes C3H3ClN4 in the gas phase. The level of theory is ωB97M-V/def2-TZVPD.

Output
2S+1   1
Gap between HOMO and LUMO (alpha / beta)   8.6695 / 8.6703 eV
F_max   5.13 eV/A
Energy relative to the best compared isomer or geometry (same formula, charge and spin)   2.923 eV
HOMO (alpha / beta)   -9.56 / -9.56 eV
Energy   -21638.25265 eV

Geometry (Å):
C: 0.378715 1.784917 0.099174
C: -1.209235 0.054621 -0.478754
C: 0.895058 -1.003965 0.690329
N: 0.996237 2.717391 -0.223594
N: -0.980792 -1.367307 -0.581986
N: 0.080742 -1.771585 -0.125968
N: -0.277917 0.674486 0.422547
Cl: 2.467984 -0.779569 -0.001422
H: -1.208600 0.500001 -1.463844
H: -2.129946 0.357354 -0.035225
H: 0.987754 -1.166342 1.698744

Forces on atoms 1 to 6 (eV/Å):
0.54 -0.35 -0.80
0.80 2.11 1.05
-0.41 3.23 -3.96
-0.47 -0.43 0.43
0.26 -0.52 -0.68
-0.80 -0.78 0.94

---

Record 6
This record from the OMol25 dataset describes 2 unconnected molecules or ions with the total composition C3H3ClNO. The level of theory is ωB97M-V/def2-TZVPD.

Output
2S+1   1
Gap between HOMO and LUMO   10.7455 eV
F_max   4.91 eV/A
Energy relative to the best compared isomer or geometry (same formula, charge and spin)   3.904 eV
HOMO   -15.79 eV
Energy   -19205.48868 eV
Net charge   +1

Geometry (Å):
C: -0.084889 1.368900 0.800031
C: 0.092753 1.474539 -0.408848
C: -0.018399 -1.403143 -1.031351
N: 0.156696 -1.477691 0.128495
O: 0.130134 -1.230278 1.356082
Cl: 0.009953 -1.487435 -2.613470
H: -0.011817 1.533427 1.826304
H: 0.127501 1.515794 -1.478633
H: -0.401932 -0.294112 1.421391

Forces on atoms 1 to 6 (eV/Å):
0.58 0.68 -3.38
-0.76 -0.52 2.24
0.93 -0.37 3.97
-0.71 -0.14 -4.85
-1.21 1.56 1.53
-0.11 -0.10 -0.67

---

Record 7
This record from the OMol25 dataset describes C3H3ClO in the gas phase. The level of theory is ωB97M-V/def2-TZVPD.

Output
2S+1   1
Gap between HOMO and LUMO   10.1765 eV
F_max   4.92 eV/A
Energy relative to the best compared isomer or geometry (same formula, charge and spin)   1.284 eV
HOMO   -10.25 eV
Energy   -17727.16455 eV
SMILES string   C=C(Cl)C=O

Geometry (Å):
C: -0.052315 1.210025 -0.073625
C: 0.564229 0.073936 -0.172619
Cl: 2.189847 -0.593483 -0.020846
C: -0.379004 -1.027390 -0.131966
O: -1.537501 -1.009203 0.031047
H: 0.428071 2.149356 0.390999
H: -1.299664 1.197500 -0.119373
H: 0.086338 -2.000743 0.096386

Forces on atoms 1 to 6 (eV/Å):
-1.90 4.10 1.95
0.32 -1.39 -0.46
-0.51 1.36 -0.06
2.01 -3.29 1.14
-3.54 0.93 -0.43
-0.73 -1.35 -1.47

---

Record 8
This record from the OMol25 dataset describes C3H3ClO2S in the gas phase. The level of theory is ωB97M-V/def2-TZVPD.

Output
2S+1   1
Gap between HOMO and LUMO   9.8377 eV
F_max   1.38 eV/A
Energy relative to the best compared isomer or geometry (same formula, charge and spin)   2.176 eV
HOMO   -9.91 eV
Energy   -30609.50115 eV

Geometry (Å):
C: 0.001478 0.125619 0.607256
C: -0.866317 0.922861 0.049688
C: -1.776367 1.688631 -0.473425
O: 3.234941 -1.565851 0.019184
O: 1.213992 -0.253086 0.062760
S: 1.891804 -1.713065 0.454948
Cl: 0.928731 -2.904281 -1.015064
H: -0.186135 -0.286381 1.596551
H: -1.843666 2.745478 -0.287013
H: -2.598461 1.240076 -1.014885

Forces on atoms 1 to 6 (eV/Å):
-0.45 -0.47 0.73
0.50 -0.12 -0.27
-0.29 -0.37 0.32
0.68 0.01 -0.11
0.58 -0.21 -0.43
-1.24 0.55 -0.27

---

Record 9
This record from the OMol25 dataset describes C3H3ClOS in the gas phase. The level of theory is ωB97M-V/def2-TZVPD.

Output
2S+1   1
Gap between HOMO and LUMO   8.3674 eV
F_max   4.68 eV/A
Energy relative to the best compared isomer or geometry (same formula, charge and spin)   1.288 eV
HOMO   -9.57 eV
Energy   -28562.89605 eV
SMILES string   O=C(Cl)[C@H]1CS1

Geometry (Å):
O: -0.322879 -2.137163 0.111979
C: 0.323773 -1.261726 0.572543
Cl: 1.733765 -1.640760 1.475356
C: 0.119423 0.196979 0.333052
C: -0.564298 0.780126 -0.833967
S: -1.205589 1.796936 0.495059
H: 0.949638 0.777279 0.639902
H: 0.202291 1.252252 -1.471667
H: -1.236124 0.236078 -1.322256

Forces on atoms 1 to 6 (eV/Å):
-0.63 -0.38 -0.42
-1.61 0.47 -0.07
0.98 0.07 0.69
-0.80 1.78 0.22
4.00 2.24 0.93
0.67 -2.08 0.54

---

Record 10
This record from the OMol25 dataset describes 2 unconnected molecules or ions with the total composition C3H3ClS. The level of theory is ωB97M-V/def2-TZVPD.

Output
2S+1   1
Gap between HOMO and LUMO (alpha / beta)   8.0674 / 6.6474 eV
F_max   4.26 eV/A
Energy relative to the best compared isomer or geometry (same formula, charge and spin)   3.565 eV
HOMO (alpha / beta)   -9.10 / -8.66 eV
Energy   -26512.39739 eV

Geometry (Å):
C: 0.980130 -1.545246 0.036790
C: 0.957716 -0.373408 -0.141083
C: 0.773274 0.973318 -0.155418
S: -2.118208 1.023662 0.291297
Cl: -2.904699 -0.774434 0.151777
H: 0.920778 -2.522930 0.054594
H: 0.518715 1.638278 -0.921181
H: 0.872295 1.580758 0.683222

Forces on atoms 1 to 6 (eV/Å):
0.25 1.28 -0.17
-0.21 2.22 -0.19
-0.92 0.33 0.15
0.59 0.60 0.00
0.03 -0.47 -0.05
-0.08 -4.25 0.25